w.
The following is a quantum chemistry calculation of C4H3BrOS in the gas phase, from the Open Molecules 2025 dataset.

The geometry in XYZ format:
```
10
Properties=species:S:1:pos:R:3:nbo_charge:R:1
C -0.580 -1.106 0.083 -0.4328
C 0.788 -0.833 0.174 -0.3574
C 0.240 1.934 0.092 -0.4966
C -1.465 -0.099 0.124 -0.0835
O 2.683 0.941 0.234 -0.9084
S 1.348 0.712 -0.297 1.4088
Br -3.275 -0.045 -0.075 0.1955
H -0.897 -2.147 0.130 0.2422
H 1.545 -1.591 0.277 0.2515
H -0.387 2.233 -0.740 0.1807
```

**HOMO energy (alpha / beta)**: -8.64 / -8.63 eV

=====

x.
The following is a quantum chemistry calculation of C4H3BrOS in the gas phase, from the Open Molecules 2025 dataset.

The geometry in XYZ format:
```
10
Properties=species:S:1:pos:R:3:nbo_charge:R:1
Br 3.205 0.753 1.332 0.3173
O 2.346 -0.398 0.237 -0.5942
C 0.846 -0.230 0.209 0.0908
C 0.209 0.234 -0.850 -0.3028
C -1.207 0.173 -0.678 -0.2510
C -1.559 -0.302 0.503 -0.3718
S -0.196 -0.776 1.484 0.3973
H 0.872 0.602 -1.694 0.2504
H -1.998 0.471 -1.378 0.2338
H -2.517 -0.528 0.834 0.2303
```

**SMILES**: BrOc1cccs1
**HOMO energy**: -9.43 eV

=====

Which structure loses on stability? w does.

=====

w.
The following is a quantum chemistry calculation of C25H33Cl2F5InN2O6PSTe2 as an isolated structure, from the Open Molecules 2025 dataset.

The geometry in XYZ format:
```
78
Properties=species:S:1:pos:R:3:lowdin_charge:R:1
In 0.274 -0.155 -1.305 0.5920
Cl -1.028 -1.463 1.730 0.5679
C -1.808 0.084 2.092 -0.9340
Cl -1.968 1.066 0.628 0.6263
H -1.189 0.629 2.795 0.0345
H -2.797 -0.112 2.486 0.0317
C -8.057 -2.748 -2.552 -0.0669
C -7.344 -2.782 -1.208 -0.1999
N -5.923 -3.113 -1.334 -0.0570
C -5.494 -4.407 -0.818 -0.2115
C -5.990 -5.581 -1.652 -0.0721
C -5.103 -2.111 -1.741 -0.4125
O -5.505 -0.974 -1.927 0.0817
C -3.650 -2.412 -1.990 -0.0929
C -3.183 -3.497 -2.717 0.0099
C -1.827 -3.616 -2.960 -0.0035
C -0.971 -2.652 -2.464 -0.0969
N -1.421 -1.594 -1.774 0.0093
C -2.732 -1.467 -1.561 -0.0513
H -9.113 -2.517 -2.409 0.0772
H -7.982 -3.709 -3.061 0.0678
H -7.622 -1.979 -3.188 0.0749
H -7.791 -3.530 -0.552 0.1164
H -7.428 -1.811 -0.721 0.1202
H -5.876 -4.503 0.203 0.1229
H -4.410 -4.420 -0.739 0.1092
H -7.080 -5.635 -1.643 0.0712
H -5.606 -6.517 -1.247 0.0791
H -5.670 -5.494 -2.691 0.0682
H -3.873 -4.234 -3.106 0.1152
H -1.427 -4.438 -3.535 0.1202
H 0.098 -2.709 -2.617 0.0994
H -3.072 -0.582 -1.044 0.0832
F 1.830 -0.254 -5.968 -0.4108
Te 2.189 0.572 -4.347 1.8916
F 3.689 1.444 -5.208 -0.5233
F 0.912 1.810 -5.100 -0.5279
F 3.236 -1.060 -4.065 -0.5218
F 0.562 -0.450 -3.501 -0.5386
O -0.233 1.703 -1.900 -0.9554
C 10.829 -2.970 -0.408 -0.0780
C 9.348 -2.738 -0.564 -0.7472
O 8.835 -1.656 -0.595 0.0358
S 8.420 -4.271 -0.660 1.0049
C 6.768 -3.631 -0.757 -0.5431
C 6.240 -3.255 -1.985 -0.0732
C 4.955 -2.743 -2.057 -0.0126
C 4.198 -2.607 -0.892 -0.2352
C 4.731 -2.995 0.337 -0.0215
C 6.015 -3.509 0.403 -0.0911
C 2.890 -2.028 -0.971 -0.0913
C 1.780 -1.555 -1.048 -0.0678
H 11.369 -2.165 -0.902 0.0863
H 11.134 -3.935 -0.808 0.0650
H 11.068 -2.943 0.657 0.0887
H 6.839 -3.354 -2.881 0.1130
H 4.525 -2.429 -3.000 0.0974
H 4.138 -2.880 1.235 0.1173
H 6.440 -3.802 1.354 0.1053
C 4.059 3.831 2.894 -0.0682
C 3.327 2.644 2.323 -0.2506
O 2.509 3.113 1.213 -0.2631
P 2.048 2.089 0.102 0.2226
O 1.191 0.958 0.592 -0.4011
Te 0.757 3.314 -1.547 1.1680
O 3.363 1.434 -0.489 -0.2729
C 4.395 2.134 -1.234 -0.2578
C 5.398 1.102 -1.686 -0.0499
H 4.675 3.510 3.735 0.0830
H 3.355 4.585 3.245 0.0817
H 4.707 4.281 2.143 0.0790
H 2.658 2.189 3.053 0.1215
H 4.019 1.883 1.958 0.1177
H 4.843 2.887 -0.582 0.1165
H 3.926 2.634 -2.084 0.0880
H 5.854 0.596 -0.834 0.0867
H 6.179 1.590 -2.270 0.0905
H 4.917 0.356 -2.317 0.0617
```

**HOMO energy**: -8.13 eV

=====

x.
The following is a quantum chemistry calculation of C25H33Cl2F5InN2O6PSTe2 as an isolated structure, from the Open Molecules 2025 dataset.

The geometry in XYZ format:
```
78
Properties=species:S:1:pos:R:3:lowdin_charge:R:1
In -1.227 2.188 0.418 0.9959
Cl -3.291 4.246 3.258 0.5820
C -2.687 5.656 2.379 -0.9617
Cl -2.705 5.382 0.626 0.4944
H -1.665 5.829 2.694 0.0228
H -3.329 6.501 2.598 0.0284
C 7.566 -0.357 3.909 -0.0640
C 6.902 -0.136 2.556 -0.1866
N 5.541 -0.674 2.466 -0.0533
C 5.352 -2.031 1.963 -0.1994
C 5.612 -3.120 2.996 -0.0611
C 4.558 0.097 2.993 -0.4254
O 4.761 1.146 3.569 0.1113
C 3.129 -0.381 2.860 -0.0930
C 2.410 -0.725 4.006 0.0522
C 1.089 -1.110 3.906 -0.0145
C 0.483 -1.125 2.672 -0.0006
N 1.189 -0.790 1.569 -0.0029
C 2.491 -0.400 1.652 0.0650
H 8.525 0.162 3.937 0.0794
H 7.750 -1.412 4.110 0.0584
H 6.941 0.051 4.702 0.0778
H 7.480 -0.592 1.751 0.1200
H 6.837 0.933 2.361 0.1214
H 6.015 -2.155 1.105 0.1222
H 4.338 -2.133 1.583 0.1016
H 6.658 -3.151 3.294 0.0641
H 5.352 -4.095 2.582 0.0786
H 5.008 -2.956 3.890 0.0780
H 2.892 -0.663 4.973 0.1494
H 0.502 -1.345 4.780 0.1293
H -0.547 -1.394 2.508 0.1494
H 2.955 -0.131 0.715 0.1686
F 0.112 3.633 5.275 -0.3530
Te -0.403 2.231 4.172 1.6926
F -1.994 2.357 5.147 -0.4128
F -0.381 3.624 2.883 -0.4864
F 0.136 1.058 5.549 -0.3839
F 1.411 2.042 3.684 -0.3701
O -1.060 1.059 2.990 -0.7031
C -2.889 -3.485 -8.037 -0.0748
C -2.494 -3.224 -6.606 -0.7422
O -3.055 -3.689 -5.654 0.0277
S -1.102 -2.102 -6.524 1.0445
C -0.802 -1.870 -4.797 -0.5120
C -0.878 -2.898 -3.860 -0.0691
C -0.552 -2.639 -2.541 -0.0139
C -0.125 -1.367 -2.157 -0.2330
C -0.043 -0.343 -3.099 -0.0288
C -0.396 -0.596 -4.411 -0.0832
C 0.261 -1.118 -0.801 0.0866
C 0.607 -0.926 0.330 0.0019
H -3.552 -4.346 -8.067 0.0877
H -2.013 -3.653 -8.662 0.0743
H -3.416 -2.610 -8.421 0.0902
H -1.194 -3.885 -4.155 0.1073
H -0.621 -3.428 -1.803 0.1210
H 0.233 0.656 -2.797 0.1121
H -0.371 0.208 -5.136 0.1165
C -4.261 -0.930 -3.974 -0.0618
C -3.736 -0.139 -2.798 -0.2717
O -3.771 1.252 -3.154 -0.3019
P -3.012 2.331 -2.235 -0.0233
O -1.620 1.843 -1.880 -0.5798
Te -3.277 4.460 -3.133 0.3472
O -3.755 2.153 -0.781 -0.4309
C -5.163 2.424 -0.657 -0.3036
C -5.526 2.416 0.807 -0.0704
H -4.205 -1.999 -3.768 0.0748
H -3.664 -0.720 -4.863 0.0725
H -5.296 -0.663 -4.185 0.0824
H -2.712 -0.424 -2.552 0.0901
H -4.355 -0.294 -1.910 0.1164
H -5.711 1.654 -1.207 0.1139
H -5.372 3.390 -1.122 0.0735
H -5.230 1.476 1.276 0.0828
H -6.605 2.530 0.920 0.0819
H -5.035 3.234 1.333 0.0236
```

**HOMO energy**: -6.72 eV

=====

Which structure loses on stability? x does.

=====

w.
The following is a quantum chemistry calculation of C6H24N12NiO6 as an isolated structure, from the Open Molecules 2025 dataset.

The geometry in XYZ format:
```
49
Properties=species:S:1:pos:R:3:nbo_charge:R:1
Ni -0.034 -0.369 0.178 1.6310
C -0.592 1.867 -2.013 0.7890
O -0.601 1.181 -1.010 -0.7430
N -1.580 2.648 -2.443 -0.8142
N 0.461 1.972 -2.740 -0.7999
H -2.382 2.696 -1.831 0.4124
H -1.383 3.424 -3.059 0.4135
H 1.271 1.370 -2.695 0.4055
H 0.210 2.182 -3.696 0.3910
C 2.735 1.069 -0.283 0.7910
O 1.828 0.297 -0.194 -0.7349
N 2.616 2.352 -0.340 -0.7989
N 4.034 0.712 -0.433 -0.8331
H 3.486 2.797 -0.592 0.4018
H 1.730 2.833 -0.271 0.4258
H 4.331 -0.253 -0.412 0.4094
H 4.748 1.398 -0.233 0.3981
C -0.497 0.715 3.196 0.7538
O -0.187 0.640 1.989 -0.7859
N 0.064 1.564 3.895 -0.7522
N -1.213 -0.068 3.843 -0.7831
H 0.665 2.311 3.575 0.4236
H -0.228 1.620 4.860 0.3826
H -1.486 -0.964 3.466 0.4222
H -1.381 0.126 4.820 0.4013
C 1.659 -2.350 1.925 0.7958
O 0.840 -1.968 1.037 -0.7806
N 1.401 -2.548 3.192 -0.8008
N 2.838 -2.735 1.550 -0.7784
H 1.985 -3.258 3.610 0.3970
H 0.532 -2.418 3.690 0.4169
H 3.406 -2.996 2.343 0.3938
H 3.189 -2.593 0.613 0.4272
C -3.019 -0.192 0.172 0.7936
O -1.968 -0.635 0.547 -0.7546
N -3.646 0.823 0.674 -0.8175
N -3.753 -0.787 -0.689 -0.7880
H -4.406 1.267 0.177 0.4077
H -3.210 1.192 1.507 0.4170
H -3.416 -1.666 -1.055 0.4085
H -4.717 -0.499 -0.596 0.4014
C -0.402 -1.634 -2.804 0.7933
O -0.203 -1.470 -1.601 -0.7560
N 0.380 -1.192 -3.762 -0.8139
N -1.571 -2.092 -3.201 -0.8028
H 1.219 -0.752 -3.412 0.4067
H 0.074 -1.077 -4.718 0.4109
H -2.181 -2.600 -2.577 0.4210
H -1.650 -1.944 -4.197 0.3950
```

**2S+1**: 3
**Total charge**: +2
**HOMO energy (alpha / beta)**: -15.19 / -15.13 eV

=====

x.
The following is a quantum chemistry calculation of C6H24N12NiO6 as an isolated structure, from the Open Molecules 2025 dataset.

The geometry in XYZ format:
```
49
Properties=species:S:1:pos:R:3:nbo_charge:R:1
Ni -26.516 6.877 -21.020 1.6733
C -28.274 9.658 -20.989 0.7984
O -27.488 8.728 -21.192 -0.7513
N -27.954 10.931 -21.318 -0.8074
N -29.447 9.546 -20.330 -0.8227
H -27.194 11.121 -21.949 0.4190
H -28.708 11.596 -21.263 0.3955
H -30.078 10.316 -20.204 0.4127
H -29.614 8.656 -19.893 0.4103
C -24.996 7.817 -23.823 0.8058
O -25.373 7.557 -22.677 -0.7454
N -24.033 8.708 -24.120 -0.8160
N -25.538 7.275 -24.945 -0.8219
H -23.734 8.859 -25.064 0.4025
H -23.490 9.107 -23.373 0.4155
H -26.060 6.422 -24.853 0.4144
H -25.135 7.551 -25.821 0.3974
C -24.310 7.894 -18.981 0.8186
O -25.105 7.681 -19.886 -0.7460
N -24.468 8.774 -17.968 -0.8056
N -23.159 7.165 -18.797 -0.8518
H -23.766 8.736 -17.255 0.4063
H -25.289 9.353 -17.930 0.4184
H -22.794 6.735 -19.630 0.4144
H -22.783 7.034 -17.879 0.4073
C -27.760 6.274 -18.018 0.8080
O -27.614 6.341 -19.246 -0.7542
N -26.935 5.649 -17.128 -0.8230
N -28.733 6.939 -17.359 -0.8248
H -26.194 5.086 -17.515 0.4142
H -27.163 5.650 -16.154 0.4111
H -28.927 6.484 -16.487 0.3969
H -29.191 7.784 -17.641 0.4184
C -25.004 4.119 -20.286 0.8011
O -25.422 5.117 -20.894 -0.7578
N -25.832 3.462 -19.472 -0.8352
N -23.801 3.539 -20.424 -0.7977
H -25.619 2.629 -18.949 0.4048
H -26.789 3.763 -19.394 0.4194
H -23.042 3.955 -20.933 0.4281
H -23.711 2.805 -19.746 0.4001
C -28.496 6.460 -23.650 0.8003
O -27.770 6.412 -22.657 -0.7598
N -28.705 7.656 -24.248 -0.8185
N -29.087 5.422 -24.281 -0.8147
H -28.379 8.499 -23.813 0.4168
H -29.358 7.706 -25.010 0.3959
H -29.602 5.624 -25.119 0.4043
H -29.130 4.508 -23.867 0.4251
```

**2S+1**: 3
**Total charge**: +2
**HOMO energy (alpha / beta)**: -15.05 / -15.05 eV

=====

Which structure loses on stability? w does.

=====

w.
The following is a quantum chemistry calculation of C5H7FS2 in the gas phase, from the Open Molecules 2025 dataset.

The geometry in XYZ format:
```
15
Properties=species:S:1:pos:R:3:nbo_charge:R:1
C -1.346 -2.181 1.705 -0.6529
C -0.993 -1.435 0.396 -0.5976
S -0.121 0.063 0.842 0.3335
C 0.472 0.717 -0.745 -0.2862
S 0.199 0.102 -2.283 -0.0425
C 1.528 1.920 -0.485 -0.3817
C 1.592 2.750 -1.596 0.2762
F 2.420 3.821 -1.461 -0.3422
H -2.520 -2.709 1.471 0.2257
H -0.610 -2.975 2.289 0.2493
H -1.699 -1.377 2.562 0.2195
H -0.329 -2.082 -0.256 0.2424
H -1.854 -1.311 -0.311 0.2484
H 2.130 1.953 0.561 0.2730
H 1.130 2.743 -2.688 0.2350
```

**SMILES**: CCSC(=S)/C=C/F
**HOMO energy**: -8.77 eV

=====

x.
The following is a quantum chemistry calculation of C5H7FS2 in the gas phase, from the Open Molecules 2025 dataset.

The geometry in XYZ format:
```
15
Properties=species:S:1:pos:R:3:nbo_charge:R:1
C -0.720 -0.270 1.416 -0.5978
C -0.165 -0.329 -0.038 -0.3621
C -1.294 -0.294 -1.040 0.0684
F -2.228 -1.271 -0.782 -0.3620
C 0.825 0.801 -0.281 -0.1412
S 0.307 2.321 -0.372 0.1402
C 2.290 0.443 -0.313 -0.3445
S 2.950 -1.038 -0.370 0.1392
H -1.547 -0.959 1.523 0.2330
H -1.157 0.760 1.700 0.2163
H 0.112 -0.528 2.113 0.2160
H 0.383 -1.236 -0.157 0.2335
H -0.914 -0.444 -2.060 0.1646
H -1.784 0.690 -1.050 0.1749
H 2.941 1.353 -0.287 0.2214
```

**SMILES**: C[C@@H](CF)C(=S)C=S
**HOMO energy**: -9.22 eV

=====

Which structure loses on stability? w does.